Entry from the Open Molecules 2025 dataset: 2 unconnected molecules or ions with the total composition C7H15Cl2 in a non-equilibrium geometry (the ωB97M-V functional and the def2-TZVPD basis).

## Properties
Maximum force (eV/A): 1.61
Spin multiplicity: 2
E_HOMO (alpha / beta) (eV): -7.0843 / -10.8709
LUMO (alpha / beta) (Ha): -0.0638 / -0.0639
Frontier orbital gap (alpha / beta) (eV): 5.35 / 9.13

Geometry as XYZ:
```
24
C7H15Cl2 the ωB97M-V functional and the def2-TZVPD basis
Cl 1.62857 -1.36961 -3.18046
Cl 3.07548 -0.97532 -1.74977
C -1.87701 -1.61740 -0.85046
C -1.11162 -0.33315 -1.13742
C -0.43594 0.28876 0.11338
C 0.14207 1.67210 -0.28385
C 0.59825 2.50577 0.90978
C 0.62614 -0.59821 0.59168
C 0.71121 -1.14182 1.93182
H -2.39425 -1.93708 -1.76164
H -1.19919 -2.42267 -0.54946
H -2.62838 -1.47004 -0.06499
H -0.31370 -0.53668 -1.86674
H -1.78273 0.41598 -1.58077
H -1.17626 0.41158 0.92327
H 0.98072 1.49477 -0.97119
H -0.62866 2.22412 -0.84053
H 0.88405 3.50541 0.56455
H -0.20487 2.62087 1.64796
H 1.46864 2.05508 1.40045
H 1.38045 -0.88653 -0.14392
H 1.65347 -1.70734 2.00697
H 0.71856 -0.36154 2.71618
H -0.11502 -1.83706 2.17514
```